No. 1
ORCA calculation (ωB97M-V/def2-TZVPD) on a 2-piece molecular cluster, C6H16BrOP overall at a distorted geometry.

The geometry in XYZ format:
```
25
Properties=species:S:1:pos:R:3:forces:R:3
Br 2.2965 -2.5798 4.5535 0.344 -0.024 0.678
P 1.2655 -2.6943 2.4099 -0.742 -0.124 -1.600
O -1.5721 1.4656 -2.1778 0.002 -0.039 0.033
C 0.6704 2.2157 -2.4227 -0.072 -0.163 -0.026
C -0.7903 2.3813 -2.0767 0.005 0.004 0.008
C -1.2263 3.7448 -1.5964 -0.148 -0.101 0.000
C -1.1245 -0.7580 1.0172 0.073 -0.151 0.014
C 0.4138 -2.7219 0.7010 0.331 0.266 0.436
C 0.0585 -1.3164 0.2423 -0.156 -0.105 -0.090
H 1.0520 -3.2142 -0.0268 0.239 -0.091 -0.071
H 1.2882 2.4284 -1.5487 0.028 0.102 -0.034
H -1.0231 4.4942 -2.3628 0.090 0.039 0.050
H 0.9322 -0.6740 0.3284 0.187 0.250 0.048
H 2.4094 -3.3432 1.9436 0.054 -0.053 0.302
H -0.6801 4.0148 -0.6912 0.070 0.067 -0.052
H 0.2420 -3.4246 3.0201 0.201 0.020 0.245
H -0.4960 -3.3052 0.7635 -0.270 -0.280 0.058
H 0.8531 1.1957 -2.7518 -0.009 -0.006 -0.001
H -0.8771 -0.4956 2.0408 0.109 0.116 0.217
H 1.2970 -1.3003 2.4416 0.051 0.031 0.148
H 0.9466 2.9061 -3.2210 0.051 0.071 0.067
H -1.8888 -1.5241 1.0729 -0.324 -0.133 -0.016
H -0.1933 -1.3304 -0.8113 -0.074 0.013 -0.308
H -2.2919 3.7314 -1.3817 -0.005 -0.009 -0.003
H -1.5617 0.1041 0.5340 -0.036 0.301 -0.101
```
Positions in Å, forces in eV/Å.

Results
- HOMO: -9.08 eV
- Structure (SMILES): CCC[PH3]Br.CC(C)=O
- Lowest unoccupied orbital energy: 0.6 eV
- Gap between HOMO and LUMO: 9.647 eV

Population analysis type natural (NBO), resulting atomic charges in e:
1. Br -0.50
2. P 0.74
3. O -0.54
4. C -0.72
5. C 0.60
6. C -0.72
7. C -0.61
8. C -0.74
9. C -0.40
10. H 0.22
11. H 0.23
12. H 0.23
13. H 0.19
14. H 0.02
15. H 0.23
16. H 0.02
17. H 0.21
18. H 0.23
19. H 0.20
20. H 0.01
21. H 0.23
22. H 0.20
23. H 0.22
24. H 0.24
25. H 0.23

***

No. 2
ORCA calculation (ωB97M-V/def2-TZVPD) on a 2-piece molecular cluster, C9H15NO2PS2 overall.

The geometry in XYZ format:
```
30
Properties=species:S:1:pos:R:3:forces:R:3
S 4.0654 2.3068 1.7646 -0.250 0.128 -0.046
S -1.1081 -2.1618 -0.4929 0.171 0.224 -0.127
P 2.6228 3.5593 1.5498 0.395 -0.213 0.025
O -0.5618 -2.2013 0.8480 0.019 -0.036 0.035
O -2.4356 -1.6292 -0.6732 -0.045 0.015 0.016
N -1.3835 3.0049 1.9638 0.142 -0.069 -0.080
C -0.9523 -3.7407 -1.3132 -0.081 -0.064 0.033
C 0.5816 -2.2996 -2.5565 -0.053 0.045 0.035
C 0.0249 -1.2616 -1.5739 0.071 -0.105 -0.094
C -0.4940 -3.3804 -2.7229 0.005 0.012 0.023
C 0.7848 1.4460 1.5823 -0.145 0.243 -0.105
C -1.5659 1.6722 1.8621 -0.044 0.364 0.021
C 0.9464 2.8378 1.6683 -0.125 -0.751 -0.019
C -0.1758 3.5978 1.8630 -0.373 0.070 0.071
C -0.4798 0.8616 1.6622 0.458 0.024 0.040
H -1.3359 -2.9936 -3.2995 -0.011 0.002 0.000
H -0.1102 -4.2564 -3.2410 0.005 -0.012 -0.011
H -2.1944 3.5915 2.1168 -0.016 0.010 0.000
H -1.9172 -4.2392 -1.2603 -0.012 -0.003 0.023
H 2.4928 4.6072 2.4651 0.015 0.161 0.131
H 0.7923 -0.8024 -0.9551 -0.015 0.016 0.022
H 0.8389 -1.8342 -3.5056 0.012 -0.005 -0.015
H 2.5273 4.2516 0.3377 -0.016 0.095 -0.128
H 1.4906 -2.7441 -2.1491 0.000 -0.013 0.015
H -0.1665 4.6757 1.9484 -0.026 0.025 0.027
H -0.2026 -4.3120 -0.7667 0.012 0.002 0.004
H 1.6705 0.8365 1.4309 -0.022 -0.020 0.091
H -0.5682 -0.4963 -2.0715 -0.033 -0.013 -0.006
H -0.6053 -0.2095 1.5763 -0.027 -0.110 0.012
H -2.5814 1.3134 1.9420 -0.012 -0.021 0.008
```
Positions in Å, forces in eV/Å.

Results
- Total charge: +1
- HOMO: -12.39 eV
- Lowest unoccupied orbital energy: -4.7 eV
- Gap between HOMO and LUMO: 7.740 eV

Population analysis type natural (NBO), resulting atomic charges in e:
1. S -0.46
2. S 2.16
3. P 0.85
4. O -0.97
5. O -0.94
6. N -0.42
7. C -0.67
8. C -0.40
9. C -0.67
10. C -0.41
11. C -0.05
12. C 0.10
13. C -0.39
14. C 0.10
15. C -0.23
16. H 0.22
17. H 0.24
18. H 0.45
19. H 0.27
20. H -0.02
21. H 0.24
22. H 0.24
23. H -0.01
24. H 0.22
25. H 0.24
26. H 0.25
27. H 0.27
28. H 0.25
29. H 0.30
30. H 0.26

***

No. 3
ORCA calculation (ωB97M-V/def2-TZVPD) on a 2-piece molecular cluster, C7H13BrO2 overall at a distorted geometry.

The geometry in XYZ format:
```
23
Properties=species:S:1:pos:R:3:forces:R:3
Br -0.1153 2.5875 0.5596 0.256 0.566 0.015
O -0.8760 -1.0679 -1.7435 -0.068 1.572 -0.831
O -0.5609 1.1206 -2.0465 -0.161 -0.102 -0.427
C 2.0027 0.3131 1.2991 -0.118 -0.157 0.077
C 0.1496 0.3034 3.0218 -0.058 -0.106 -0.123
C -0.4516 0.0996 -1.2884 0.694 -0.207 3.306
C -1.1380 1.0704 -3.3547 -0.268 -0.123 -0.546
C 0.5295 0.0032 1.5620 0.467 0.180 -0.011
C -0.7370 -2.1889 -0.8900 0.090 -0.434 0.540
C -0.4875 0.7392 0.7457 -1.058 -1.487 -2.169
H 0.2890 1.3597 3.2421 0.041 0.060 0.044
H -0.3458 0.8873 -4.0832 -0.087 -0.006 0.086
H 0.7712 -0.2826 3.6944 0.095 -0.041 0.088
H 2.2261 0.1746 0.2417 0.067 0.010 -0.056
H -0.8948 0.0509 3.1979 -0.021 0.013 0.060
H 2.6393 -0.3487 1.8855 0.105 -0.037 0.049
H 0.3044 -2.3211 -0.5925 -0.070 0.043 -0.066
H -1.8928 0.2883 -3.4199 0.032 0.082 -0.002
H 2.2327 1.3418 1.5693 0.047 0.041 -0.015
H -1.0706 -3.0489 -1.4674 0.024 0.077 0.050
H 0.3640 -1.0677 1.3960 -0.074 0.109 -0.045
H -1.5805 2.0500 -3.5274 0.054 -0.107 0.039
H -1.3577 -2.0640 -0.0016 0.010 0.053 -0.062
```
Positions in Å, forces in eV/Å.

Results
- HOMO: -6.96 eV
- Lowest unoccupied orbital energy: 0.5 eV
- Gap between HOMO and LUMO: 7.512 eV

Population analysis type natural (NBO), resulting atomic charges in e:
1. Br -0.01
2. O -0.52
3. O -0.48
4. C -0.62
5. C -0.60
6. C 0.70
7. C -0.28
8. C -0.38
9. C -0.25
10. C -0.24
11. H 0.21
12. H 0.20
13. H 0.21
14. H 0.21
15. H 0.22
16. H 0.20
17. H 0.19
18. H 0.20
19. H 0.21
20. H 0.20
21. H 0.20
22. H 0.21
23. H 0.21

***

No. 4
ORCA calculation (ωB97M-V/def2-TZVPD) on a 2-piece molecular cluster, C2H4Cl2N2 overall at a distorted geometry.

The geometry in XYZ format:
```
10
Properties=species:S:1:pos:R:3:forces:R:3
Cl -0.6434 1.9512 -0.2267 -0.063 0.045 -0.016
Cl 0.9860 -1.9473 0.5004 0.346 -0.250 -0.153
N -1.4022 -0.4172 1.7761 3.622 0.255 -2.334
N 1.3413 0.6592 -1.3337 0.190 0.116 -0.123
C 0.1799 -0.4871 0.4208 -4.109 0.453 2.972
C 0.3465 0.5524 -0.3796 0.184 -0.297 0.092
H 1.1572 1.3310 -2.0637 0.000 -0.120 0.039
H 1.7044 -0.2236 -1.6636 -0.014 0.071 -0.015
H -1.5777 -1.4180 1.8130 -0.054 -0.106 -0.276
H -2.0920 -0.0006 1.1571 -0.102 -0.167 -0.185
```
Positions in Å, forces in eV/Å.

Results
- HOMO: -8.59 eV
- Lowest unoccupied orbital energy: 0.4 eV
- Gap between HOMO and LUMO: 8.939 eV

Population analysis type natural (NBO), resulting atomic charges in e:
1. Cl 0.03
2. Cl 0.06
3. N -0.78
4. N -0.81
5. C -0.01
6. C 0.04
7. H 0.40
8. H 0.39
9. H 0.34
10. H 0.34

***

No. 5
ORCA calculation (ωB97M-V/def2-TZVPD) on a 2-piece molecular cluster, C4H11N2 overall at a distorted geometry.

The geometry in XYZ format:
```
17
Properties=species:S:1:pos:R:3:forces:R:3
N -0.0992 -1.1762 0.4348 0.855 -0.550 -1.845
N -0.0278 -0.7015 1.5383 1.020 1.374 3.758
C -1.4900 -0.3071 -1.0070 0.532 -2.183 -0.429
C -0.9407 -0.3190 -2.2445 -1.099 3.092 1.056
C 2.0537 1.9383 0.6517 -0.450 2.242 2.600
C -1.2893 -1.6487 -0.1565 -1.559 -1.584 0.171
H 1.1214 2.5307 0.8551 1.016 -0.312 -0.137
H 1.9349 0.9934 1.1257 0.382 -0.865 0.315
H -0.3113 -1.1660 -2.5275 -0.444 0.432 -0.462
H 0.8853 -0.1262 1.7517 -2.074 -1.462 -0.207
H 2.9670 2.4571 1.0352 -0.971 -0.454 0.013
H -2.1350 -2.0244 0.5304 1.058 1.358 -0.539
H 2.1805 1.8456 -0.3545 0.177 -0.534 -2.827
H -1.0829 -2.5949 -0.7380 0.177 1.516 0.026
H -1.9504 0.4718 -0.3912 -0.033 -0.029 -0.854
H -0.7342 -0.8667 2.3375 0.796 0.552 -1.483
H -1.0820 0.6934 -2.8411 0.616 -2.590 0.846
```
Positions in Å, forces in eV/Å.

Results
- Total charge: +1
- HOMO: -14.68 eV
- Lowest unoccupied orbital energy: -5.6 eV
- Gap between HOMO and LUMO: 9.114 eV

Population analysis type natural (NBO), resulting atomic charges in e:
1. N 0.07
2. N -0.33
3. C -0.21
4. C -0.28
5. C -0.81
6. C -0.33
7. H 0.22
8. H 0.14
9. H 0.23
10. H 0.44
11. H 0.25
12. H 0.23
13. H 0.22
14. H 0.27
15. H 0.24
16. H 0.40
17. H 0.26

***

No. 6
ORCA calculation (ωB97M-V/def2-TZVPD) on a 2-piece molecular cluster, C14H15NO overall at a distorted geometry.

The geometry in XYZ format:
```
31
Properties=species:S:1:pos:R:3:forces:R:3
O 1.2800 -1.2143 0.2451 -1.018 0.240 -0.012
N 5.0223 -2.0905 1.6988 0.619 -0.028 0.004
C -3.9936 1.0380 -2.1251 0.098 0.084 0.156
C -0.1164 1.1241 0.9342 0.325 -0.522 0.520
C 3.4294 -0.4648 0.9319 -0.105 -1.004 -0.039
C 4.0521 -3.0230 1.7201 -0.213 0.781 -0.065
C -2.7572 0.0851 0.1844 0.443 0.165 0.420
C 0.2299 1.7426 -1.5165 0.411 -0.293 -0.564
C -1.9481 0.8103 -0.7407 -1.759 -0.475 -0.492
C -4.1081 -0.1459 -0.0128 -0.325 0.106 -0.165
C 2.7418 -2.7860 1.3456 0.106 0.895 -0.345
C 4.7091 -0.8483 1.3130 -0.717 -0.211 0.113
C 2.3784 -1.4663 0.8083 1.428 -0.466 0.430
C -2.6313 1.2642 -1.9278 0.170 -0.063 0.201
C -0.5929 1.1243 -0.4537 -0.080 1.003 0.159
C -4.7514 0.3511 -1.1586 0.653 -0.246 0.051
H -4.4920 1.4092 -3.0312 0.364 -0.135 0.475
H -4.6734 -0.7061 0.7423 0.274 0.276 -0.395
H -0.0018 2.8124 -1.5812 -0.131 0.026 0.204
H -2.0958 1.8610 -2.6722 -0.172 -0.335 0.273
H -2.3003 -0.2833 1.1074 -0.223 -0.024 -0.510
H 3.2343 0.5579 0.6250 -0.024 -0.010 -0.113
H 0.9442 0.8827 1.0248 -0.122 0.079 -0.284
H 1.3064 1.6672 -1.3654 -0.144 -0.174 0.352
H 0.0041 1.3260 -2.5027 0.012 0.011 0.208
H 2.0051 -3.5868 1.4009 0.057 0.244 -0.188
H -5.8200 0.1675 -1.3133 0.455 0.140 0.056
H -0.2972 2.1040 1.4090 -0.095 0.033 -0.432
H 4.3767 -4.0102 2.0605 -0.199 0.189 -0.063
H -0.6526 0.4012 1.5486 0.148 0.083 -0.061
H 5.5183 -0.1035 1.3013 -0.235 -0.371 0.104
```
Positions in Å, forces in eV/Å.

Results
- HOMO: -6.17 eV
- Lowest unoccupied orbital energy: -3.1 eV
- Gap between HOMO and LUMO: 3.122 eV

Population analysis type natural (NBO), resulting atomic charges in e:
1. O -0.80
2. N -0.53
3. C -0.24
4. C -0.73
5. C -0.42
6. C 0.03
7. C -0.09
8. C -0.72
9. C -0.14
10. C -0.24
11. C -0.39
12. C 0.04
13. C 0.42
14. C -0.11
15. C 0.50
16. C -0.10
17. H 0.24
18. H 0.24
19. H 0.27
20. H 0.22
21. H 0.23
22. H 0.18
23. H 0.31
24. H 0.28
25. H 0.25
26. H 0.20
27. H 0.23
28. H 0.27
29. H 0.18
30. H 0.25
31. H 0.17

***

No. 7
ORCA calculation (ωB97M-V/def2-TZVPD) on one molecule with the formula C6H11N at a distorted geometry.

The geometry in XYZ format:
```
18
Properties=species:S:1:pos:R:3:forces:R:3
N -2.2252 -1.5177 0.3108 0.095 -1.290 1.150
C 2.1129 0.4708 -1.2286 -2.465 -0.855 1.700
C 1.2739 1.6567 -0.7161 -0.462 -1.036 -0.003
C -0.9431 -0.9507 0.5500 1.095 -0.006 1.195
C -0.5422 0.1546 -0.1111 -0.177 -2.495 3.507
C 0.3415 1.1876 0.4019 0.478 1.550 1.116
C -2.6822 -2.4129 1.1401 0.729 1.386 -1.603
H 0.8685 0.9059 1.3515 -0.102 -0.146 -0.957
H 1.8876 2.4575 -0.4048 0.878 0.820 0.535
H 0.6808 2.0512 -1.5147 -0.557 0.338 -0.583
H -3.7442 -2.7184 0.9492 1.217 -0.066 0.554
H -2.0133 -2.8208 1.9405 -0.919 0.187 -0.386
H -1.0833 0.3570 -0.9269 -2.124 1.150 -3.104
H -0.3339 2.0287 0.7802 0.722 -0.780 -0.727
H 2.9792 0.8628 -1.6734 1.598 -0.244 -0.226
H 1.5672 -0.1755 -1.9267 0.007 0.513 -0.267
H -0.2583 -1.3263 1.4068 -1.455 0.425 -1.020
H 2.1143 -0.2103 -0.3288 1.442 0.552 -0.881
```
Positions in Å, forces in eV/Å.

Results
- HOMO: -8.76 eV
- Structure (SMILES): C=N/C=C/CCC
- Lowest unoccupied orbital energy: 0.8 eV
- Gap between HOMO and LUMO: 9.535 eV

Population analysis type natural (NBO), resulting atomic charges in e:
1. N -0.42
2. C -0.62
3. C -0.39
4. C -0.06
5. C -0.16
6. C -0.44
7. C -0.08
8. H 0.21
9. H 0.20
10. H 0.19
11. H 0.19
12. H 0.16
13. H 0.20
14. H 0.23
15. H 0.22
16. H 0.21
17. H 0.16
18. H 0.21

***

No. 8
ORCA calculation (ωB97M-V/def2-TZVPD) on a 2-piece molecular cluster, C2H2O2S overall at a distorted geometry.

The geometry in XYZ format:
```
7
Properties=species:S:1:pos:R:3:forces:R:3
S -3.7559 -0.1245 -0.3611 -0.418 -0.931 -0.922
O -3.4519 0.9521 0.5744 0.299 0.973 0.837
O -1.0489 -1.1234 0.9083 -0.387 -0.766 1.312
C -0.3467 -0.2297 0.0438 0.886 -0.412 -0.029
C -1.2207 -1.3445 -0.3318 -0.633 -0.754 -0.890
H 0.6992 -0.3587 0.0902 1.047 -0.160 -0.199
H -0.6996 0.7350 0.1050 -0.793 2.050 -0.109
```
Positions in Å, forces in eV/Å.

Results
- HOMO (spin up / spin down): -8.89 / -9.26 eV
- Lowest unoccupied orbital energy (spin up / spin down): -1.5 / -1.7 eV
- Gap between HOMO and LUMO (spin up / spin down): 7.427 / 7.612 eV

Population analysis type natural (NBO), resulting atomic charges in e:
1. S 0.74
2. O -0.72
3. O -0.41
4. C -0.27
5. C 0.27
6. H 0.19
7. H 0.19